No. 1
Molecular formula: C10H16
Method: DFT, wB97M-V/def2-TZVPD

E (eV): -10629.1004
Multiplicity: 1
Kohn-Sham gap (eV): 9.98
HOMO (eV): -9.0

Each line ends with the Löwdin charge.
Positions of all 26 atoms, in Å:
C1 1.2575 1.4884 -1.7405  -0.28
C2 -0.9554 -2.2760 4.0100  -0.11
C3 -1.0046 0.6450 -1.9216  -0.09
C4 2.7085 1.4380 -2.1392  -0.06
C5 0.7888 2.5345 -0.9421  -0.05
C6 -1.4245 1.5896 -0.9931  -0.10
C7 -0.8374 -3.5443 3.1133  -0.30
C8 -0.5233 2.5228 -0.5058  -0.09
C9 0.3365 0.5996 -2.2781  -0.06
C10 -0.4275 -3.1515 1.6935  -0.15
H1 -1.9732 -2.1375 4.3766  0.06
H2 -0.8764 3.2485 0.2103  0.10
H3 -2.4034 1.4625 -0.5567  0.10
H4 -0.0445 -4.1627 3.5379  0.09
H5 2.9343 0.4917 -2.6307  0.07
H6 2.9622 2.2343 -2.8296  0.08
H7 1.5566 3.1894 -0.5629  0.11
H8 0.7079 -0.1553 -2.9550  0.10
H9 -0.4426 -2.4056 4.9608  0.06
H10 3.3626 1.4770 -1.2715  0.08
H11 -0.4065 -3.9053 0.9016  0.07
H12 -1.6817 -0.0109 -2.4565  0.10
H13 -1.0598 -2.3442 1.3340  0.06
H14 -0.6494 -1.4316 3.3940  0.06
H15 -1.8048 -4.0383 3.0214  0.09
H16 0.5727 -2.6969 1.6944  0.07

=====

No. 2
Molecular formula: C10H16
Method: DFT, wB97M-V/def2-TZVPD

E (eV): -10627.7836
Multiplicity: 1
Kohn-Sham gap (eV): 10.03
HOMO (eV): -9.0

Each line ends with the Löwdin charge.
Positions of all 26 atoms, in Å:
C1 -1.8236 1.1424 -1.7240  -0.08
C2 -0.7609 -1.2267 -0.9986  -0.04
C3 -1.6755 -0.5692 -0.1776  -0.13
C4 2.5975 0.5424 2.4328  -0.08
C5 -0.9472 0.5397 -2.6633  -0.05
C6 -2.2765 0.5935 -0.5125  -0.10
C7 -0.1113 0.8597 2.5906  -0.10
C8 -0.4302 -0.6567 -2.2410  -0.28
C9 0.5449 -1.4062 -3.1597  -0.05
C10 1.1272 -0.0484 2.5082  -0.26
H1 -0.3273 1.4868 1.6061  0.11
H2 -2.0059 -1.0935 0.6952  0.10
H3 3.2055 -0.2406 2.7301  0.03
H4 -0.0098 1.6187 3.2731  0.02
H5 1.0732 -0.8242 -3.9378  0.08
H6 1.3424 -1.9332 -2.7539  0.05
H7 2.8442 1.4539 2.9693  0.06
H8 2.7772 0.7416 1.3667  0.07
H9 -0.1388 -2.0310 -3.6944  0.07
H10 1.1068 -0.7763 3.3676  0.12
H11 -1.0303 0.3185 2.7397  0.05
H12 -0.7125 1.0746 -3.5660  0.11
H13 -2.8861 1.1495 0.1517  0.10
H14 1.1745 -0.5802 1.7442  -0.01
H15 -2.3065 2.0678 -2.0501  0.10
H16 -0.3508 -2.2029 -0.6963  0.12

=====

No. 3
Molecular formula: C10H16
Method: DFT, wB97M-V/def2-TZVPD

E (eV): -10628.7707
Multiplicity: 1
Kohn-Sham gap (eV): 9.90
HOMO (eV): -8.9

Each line ends with the Löwdin charge.
Positions of all 26 atoms, in Å:
C1 -0.9694 -0.9778 2.8221  -0.09
C2 1.0073 0.9122 -2.6951  -0.12
C3 2.4037 0.4499 -3.0303  -0.31
C4 3.3879 0.3672 -1.8470  -0.11
C5 -0.8746 0.4606 0.9147  -0.27
C6 -0.4789 0.1685 2.2021  -0.05
C7 -1.9543 -1.6970 0.7600  -0.09
C8 -1.6625 -1.9304 2.1092  -0.10
C9 -0.8066 1.8395 0.3127  -0.05
C10 -1.5461 -0.5283 0.1633  -0.06
H1 0.1865 2.2145 0.0477  0.07
H2 0.1488 0.8647 2.7455  0.11
H3 2.8987 1.0827 -3.7675  0.09
H4 0.5761 1.5293 -3.4890  0.07
H5 0.2977 0.1407 -2.4103  0.06
H6 4.0039 -0.5240 -1.9358  0.06
H7 -2.2175 -2.5724 0.1746  0.10
H8 -1.2585 1.8769 -0.6568  0.06
H9 -1.6929 -0.3349 -0.8872  0.10
H10 2.8919 0.3779 -0.8788  0.06
H11 1.0537 1.6592 -1.8954  0.05
H12 -1.2325 2.5351 0.9886  0.07
H13 2.4060 -0.5172 -3.5366  0.09
H14 -0.9613 -1.1315 3.8640  0.09
H15 4.0760 1.1922 -1.8128  0.06
H16 -1.9483 -2.9153 2.4421  0.10

=====

What did the first record say?
Molecular formula: C10H16
Method: DFT, wB97M-V/def2-TZVPD

E (eV): -10629.1004
Multiplicity: 1
Kohn-Sham gap (eV): 9.98
HOMO (eV): -9.0

Each line ends with the Löwdin charge.
Positions of all 26 atoms, in Å:
C1 1.2575 1.4884 -1.7405  -0.28
C2 -0.9554 -2.2760 4.0100  -0.11
C3 -1.0046 0.6450 -1.9216  -0.09
C4 2.7085 1.4380 -2.1392  -0.06
C5 0.7888 2.5345 -0.9421  -0.05
C6 -1.4245 1.5896 -0.9931  -0.10
C7 -0.8374 -3.5443 3.1133  -0.30
C8 -0.5233 2.5228 -0.5058  -0.09
C9 0.3365 0.5996 -2.2781  -0.06
C10 -0.4275 -3.1515 1.6935  -0.15
H1 -1.9732 -2.1375 4.3766  0.06
H2 -0.8764 3.2485 0.2103  0.10
H3 -2.4034 1.4625 -0.5567  0.10
H4 -0.0445 -4.1627 3.5379  0.09
H5 2.9343 0.4917 -2.6307  0.07
H6 2.9622 2.2343 -2.8296  0.08
H7 1.5566 3.1894 -0.5629  0.11
H8 0.7079 -0.1553 -2.9550  0.10
H9 -0.4426 -2.4056 4.9608  0.06
H10 3.3626 1.4770 -1.2715  0.08
H11 -0.4065 -3.9053 0.9016  0.07
H12 -1.6817 -0.0109 -2.4565  0.10
H13 -1.0598 -2.3442 1.3340  0.06
H14 -0.6494 -1.4316 3.3940  0.06
H15 -1.8048 -4.0383 3.0214  0.09
H16 0.5727 -2.6969 1.6944  0.07